{"formula": "C34H27AsCaN5S3", "method": "ωB97M-V/def2-TZVPD", "species": ["C", "C", "H", "C", "C", "C", "C", "S", "C", "H", "H", "C", "C", "H", "H", "As", "C", "C", "C", "H", "C", "C", "C", "H", "C", "H", "H", "C", "N", "H", "N", "H", "H", "H", "H", "C", "H", "S", "C", "C", "N", "H", "N", "N", "C", "C", "C", "H", "Ca", "C", "H", "C", "C", "C", "C", "H", "C", "C", "H", "H", "C", "H", "C", "H", "H", "H", "S", "H", "C", "H", "C"], "coordinates": [[-0.829, 2.363, -3.845], [1.824, -0.379, -2.274], [-0.021, -3.683, -2.637], [6.011, -0.368, 0.327], [-4.013, 1.963, -0.124], [0.450, -2.008, -1.391], [4.795, 0.185, 0.601], [0.011, -0.452, 3.524], [-0.687, 3.377, 0.581], [-2.064, -1.657, 4.766], [0.544, -4.007, 2.242], [0.684, 3.689, 0.497], [1.048, 5.027, 0.718], [-1.987, 6.416, 1.356], [-2.217, -0.453, -1.609], [-1.092, 1.502, 0.312], [0.516, -2.745, -2.563], [3.386, -5.637, 1.459], [-1.247, 5.664, 1.112], [2.317, 0.572, -2.106], [3.739, -0.750, 0.939], [-1.262, 1.472, -1.644], [-0.385, -2.463, -0.256], [-0.428, 3.153, -4.469], [1.265, -2.257, -3.621], [6.934, 0.130, 0.061], [0.418, 7.018, 1.191], [-1.901, 0.225, -3.618], [2.269, -3.103, 1.590], [-2.679, 4.082, 0.968], [-0.404, -1.792, 0.829], [-2.756, -2.687, 3.551], [-1.451, 1.149, -5.507], [5.142, -4.629, 0.756], [-2.594, 0.675, 2.666], [-1.632, 4.349, 0.892], [2.098, 5.287, 0.656], [1.902, 2.477, 0.096], [1.925, -1.049, -3.483], [4.266, -2.012, 0.881], [-1.231, -2.274, 1.801], [-4.958, 0.672, 3.391], [1.108, -0.847, -1.252], [-1.976, -2.159, 3.902], [-4.697, 1.036, 2.404], [4.121, -4.527, 1.101], [-5.343, 1.956, 0.281], [2.511, -0.628, -4.288], [1.392, -0.251, 1.074], [1.568, -4.188, 1.930], [-0.961, -3.380, -0.355], [-3.013, 1.505, 0.731], [-1.401, 1.239, -4.428], [-0.756, 2.477, -2.459], [-5.688, 1.494, 1.546], [3.828, -6.625, 1.397], [2.077, -5.475, 1.896], [-3.367, 1.039, 1.996], [-6.112, 2.316, -0.393], [-6.726, 1.490, 1.860], [3.541, -3.255, 1.196], [4.641, 1.260, 0.563], [-1.829, 0.343, -2.235], [1.464, -6.316, 2.192], [-3.756, 2.328, -1.111], [-2.341, -0.660, -4.062], [5.967, -2.070, 0.460], [-0.288, 3.344, -2.011], [0.101, 5.995, 1.019], [1.328, -2.815, -4.547], [-1.096, -1.666, 2.978]], "mulliken_charge": [-0.6897, -0.6480, 0.4887, -0.4208, -0.0228, 1.3904, -0.7270, -0.4141, -0.2011, 0.2234, 0.2870, 0.3473, -0.5678, 0.3793, 0.4356, 0.6864, -0.9714, -0.3245, -0.7526, 0.3499, -0.8084, 0.2401, -1.4935, 0.3705, -0.4672, 0.4398, 0.3241, -0.7252, 0.1386, 0.3180, 2.1262, 0.2545, 0.3470, 0.2961, 0.2142, -0.4130, 0.4242, -0.3486, -0.9224, 0.9836, -1.7445, 0.3977, 1.2038, -0.4192, -0.7245, -0.9202, -0.6341, 0.4725, 0.6452, -0.0328, 0.0429, -0.3740, -0.5660, -0.3506, -0.4169, 0.3959, -0.9805, -0.1556, 0.3805, 0.3571, 0.3120, 0.3401, 0.1718, 0.4179, 0.4390, 0.4082, -0.3415, 0.3418, -0.5258, 0.4166, 0.2963], "charge": -1, "e_above_lowest_kj_mol": 21.5, "homo_energy_ev": -4.370, "total_energy_ev": -154934.33414, "lumo_ev": 2.34, "fmax_ev_per_a": 1.07, "orbital_gap_ev": 6.7}